Below is the molecule C4H5FS at a distorted geometry, with properties calculated with ωB97M-V/def2-TZVPD.

```
11
Properties=species:S:1:pos:R:3
C 0.805 -0.172 0.338
C -0.064 -1.295 -0.063
C -1.210 1.063 -0.221
C 0.136 1.141 -0.035
H 1.050 -0.100 1.423
H -0.152 -2.125 0.582
H 0.422 -1.610 -0.973
H -1.893 1.875 -0.215
H 0.653 2.071 -0.167
F 1.984 -0.266 -0.474
S -1.730 -0.581 -0.195
```

Summary:
- Net charge: 0
- LUMO energy: 0.92 eV
- Orbital gap: 9.187 eV
- ΔE to the lowest compared entry with this formula, charge and spin: 33.8 kJ/mol

---

Below is a cluster of 5 separate species, C18H54IN5O9P3 in total, with properties calculated with ωB97M-V/def2-TZVPD.

```
90
Properties=species:S:1:pos:R:3
N -5.400 -3.218 4.965
P -4.945 -1.728 4.767
O -3.370 -1.640 5.223
O -5.608 -0.683 5.828
P -5.090 -0.900 2.606
O -6.815 -0.881 2.828
C -7.392 0.349 3.107
C -6.262 1.279 3.612
P -6.516 2.974 2.845
O -4.935 3.341 2.639
I -7.072 4.306 4.893
O -5.060 0.765 3.188
H -6.171 -3.340 5.607
H -3.070 -2.555 5.228
H -5.630 -1.096 6.698
H -5.220 -0.473 1.236
H -5.148 -2.280 2.264
H -3.664 -0.854 2.569
H -7.865 0.756 2.200
H -8.170 0.261 3.872
H -6.302 1.371 4.698
H -4.898 4.131 2.091
C -0.204 1.261 1.101
C -1.642 1.773 1.107
C -2.169 2.168 -0.276
O -1.667 3.400 -0.782
C -0.420 3.315 -1.443
N -1.778 2.832 2.102
H 0.509 2.081 0.998
H 0.007 0.758 2.044
H -0.034 0.557 0.283
H -2.286 0.951 1.436
H -3.253 2.289 -0.205
H -1.971 1.365 -0.998
H -0.342 2.399 -2.034
H 0.421 3.338 -0.746
H -0.336 4.172 -2.114
H -2.760 3.067 2.190
H -1.311 3.667 1.760
C 4.431 -0.662 -2.041
C 2.977 -0.727 -2.490
C 2.456 0.589 -3.077
O 2.233 1.604 -2.120
C 3.357 2.389 -1.786
N 2.163 -1.232 -1.384
H 4.532 -0.119 -1.101
H 4.812 -1.668 -1.872
H 5.066 -0.174 -2.784
H 2.907 -1.465 -3.298
H 1.484 0.401 -3.536
H 3.132 0.960 -3.861
H 4.003 2.545 -2.657
H 3.953 1.942 -0.985
H 2.987 3.355 -1.442
H 1.217 -1.438 -1.696
H 2.068 -0.500 -0.686
C 7.776 -1.754 2.855
C 7.569 -0.419 2.150
C 6.645 -0.496 0.931
O 7.227 -1.092 -0.212
C 7.155 -2.502 -0.270
N 8.874 0.167 1.838
H 8.452 -2.397 2.290
H 8.225 -1.591 3.834
H 6.832 -2.284 2.990
H 7.075 0.257 2.856
H 6.390 0.523 0.629
H 5.709 -1.012 1.186
H 6.225 -2.868 0.177
H 7.999 -2.982 0.231
H 7.171 -2.784 -1.322
H 8.754 1.112 1.491
H 9.280 -0.354 1.066
C -1.532 -0.187 -3.506
C -1.100 -1.545 -4.047
C -1.848 -1.976 -5.314
O -3.172 -2.416 -5.097
C -4.156 -1.402 -5.036
N -1.168 -2.528 -2.967
H -2.506 -0.238 -3.019
H -0.818 0.155 -2.757
H -1.583 0.561 -4.299
H -0.046 -1.470 -4.338
H -1.326 -2.833 -5.747
H -1.838 -1.166 -6.056
H -3.927 -0.590 -5.735
H -4.259 -0.981 -4.033
H -5.104 -1.855 -5.320
H -0.772 -3.412 -3.270
H -2.142 -2.721 -2.756
```

Summary:
- Net charge: -1
- LUMO energy: 1.98 eV
- Orbital gap: 6.281 eV

---

Below is a structure of composition C4H8CoO3 at a distorted geometry, with properties calculated with ωB97M-V/def2-TZVPD.

```
16
Properties=species:S:1:pos:R:3
C -1.269 -0.551 1.092
H -0.650 -0.886 1.935
H -2.115 -1.253 1.158
H -1.993 0.283 1.043
O -0.747 -1.831 -0.454
C -1.145 -1.448 -1.793
H -0.892 -2.272 -2.488
H -2.215 -1.150 -1.826
O 2.150 0.583 -1.125
C 2.203 1.307 -0.140
C 1.057 1.372 0.817
O -0.059 0.784 0.253
Co 0.242 -0.049 -1.443
H 3.161 1.764 0.165
H 0.878 2.443 1.044
H 1.396 0.903 1.763
```

Summary:
- Multiplicity: 4
- <S²>: 3.77
- Net charge: 0
- LUMO energy (alpha / beta): 0.09 / -0.01 eV
- Orbital gap (alpha / beta): 6.950 / 7.520 eV
- ΔE to the lowest compared entry with this formula, charge and spin: 342.4 kJ/mol

---

Below is a structure of composition C35H52P3SbScSe at a distorted geometry, with properties calculated with ωB97M-V/def2-TZVPD.

```
93
Properties=species:S:1:pos:R:3
Sc -0.108 0.420 -0.573
P 0.457 2.697 0.602
P -2.643 0.939 -0.898
P 2.485 0.220 -1.348
H -1.782 -2.767 -3.364
C -0.889 -2.883 -2.737
C -0.361 -2.019 -1.836
H -0.488 -0.859 -1.868
C 0.639 4.410 0.045
C -0.932 2.958 1.807
C 1.935 2.711 1.729
C -3.379 -0.126 -2.187
C -3.674 0.487 0.588
C -3.379 2.570 -1.283
C 2.807 -1.092 -2.627
C 3.615 -0.248 0.006
C 3.354 1.728 -2.045
H -0.370 -3.769 -3.116
H 0.223 -2.444 -0.943
H 0.628 5.034 0.943
H -0.209 4.714 -0.575
H 1.573 4.620 -0.489
H -0.713 3.908 2.304
H -0.978 2.159 2.557
H -1.898 3.008 1.294
H 1.768 3.494 2.478
H 2.829 2.976 1.145
H 2.109 1.755 2.244
H -4.408 0.207 -2.289
H -3.348 -1.176 -1.890
H -2.854 -0.011 -3.136
H -4.702 0.801 0.377
H -3.306 1.006 1.487
H -3.621 -0.602 0.736
H -4.468 2.485 -1.264
H -3.057 2.899 -2.275
H -3.073 3.284 -0.513
H 3.847 -0.942 -2.943
H 2.110 -0.990 -3.474
H 2.668 -2.082 -2.164
H 4.618 -0.410 -0.402
H 3.276 -1.160 0.516
H 3.649 0.564 0.746
H 4.338 1.401 -2.378
H 3.462 2.445 -1.224
H 2.805 2.187 -2.876
C 0.184 1.148 -5.639
C -0.144 -0.060 -6.346
C 0.631 -0.300 -7.551
C 1.298 0.761 -8.232
C 1.542 1.989 -7.551
C 1.028 2.096 -6.244
Se -0.388 1.842 -3.745
H -0.551 0.352 -3.839
H -0.921 -0.840 -6.064
H 0.725 -1.332 -8.002
H 1.582 0.543 -9.301
H 2.092 2.891 -7.891
H 1.286 3.013 -5.706
C -1.839 1.633 5.991
C -0.499 1.825 5.630
C 0.053 1.102 4.559
C -0.761 0.236 3.828
C -2.093 0.006 4.201
C -2.619 0.694 5.305
Sb -0.052 -0.720 1.972
C 1.791 -1.696 2.630
C 2.090 -2.967 2.140
C 3.214 -3.662 2.609
C 4.074 -3.084 3.555
C 3.789 -1.790 4.029
C 2.663 -1.106 3.552
C -1.473 -2.371 2.059
C -1.684 -2.995 3.301
C -2.589 -4.048 3.446
C -3.281 -4.528 2.307
C -3.119 -3.852 1.092
C -2.203 -2.805 0.949
H -2.295 2.187 6.820
H 0.117 2.548 6.171
H 1.106 1.205 4.303
H -2.684 -0.756 3.661
H -3.647 0.507 5.612
H 1.399 -3.439 1.437
H 3.424 -4.658 2.213
H 4.918 -3.660 3.943
H 4.440 -1.290 4.751
H 2.440 -0.116 3.967
H -1.190 -2.655 4.221
H -2.696 -4.482 4.453
H -3.941 -5.394 2.354
H -3.679 -4.138 0.206
H -2.092 -2.346 -0.045
```

Summary:
- Net charge: +3
- LUMO energy: -9.82 eV
- Orbital gap: 5.792 eV
- ΔE to the lowest compared entry with this formula, charge and spin: 0.0 kJ/mol